The molecule C5H10O. Source: the Open Molecules 2025 dataset; level of theory: wB97M-V/def2-TZVPD.

Summary:
energy relative to the best compared isomer or geometry (same formula, charge and spin)	115.9	kcal per mole
net charge	0
HOMO	-7.05	eV
E_LUMO	0.79	eV
frontier orbital gap	0.288	hartree

Element x y z (Å)
C1 -1.1714 1.6989 -0.4721
C2 -0.4974 0.3719 -0.7836
C3 0.9864 0.2973 -0.3827
C4 1.7501 -1.6256 1.0914
O1 0.6575 -0.5318 0.7628
C5 -0.7104 -0.7375 0.2557
H1 -0.7956 2.4860 -1.1347
H2 -2.2571 1.6388 -0.6020
H3 -0.9664 2.0026 0.5612
H4 -0.6925 0.0587 -1.8127
H5 1.6428 -0.2717 -1.0423
H6 1.4711 1.2177 -0.0488
H7 1.5088 -1.8002 2.1535
H8 1.3169 -2.4928 0.5499
H9 -0.7989 -1.7524 -0.1425
H10 -1.4438 -0.5598 1.0468